Here is a structure of composition C22H16AlAsF4GeN4O6S from OMol25. Energies are from ωB97M-V/def2-TZVPD.

Computed properties:
lowest unoccupied orbital energy (alpha / beta): -2.14 / -2.85 eV
gap between HOMO and LUMO (alpha / beta): 7.17 / 6.68 eV
HOMO energy (alpha / beta): -9.304 / -9.531 eV

Geometry as ORCA input:
```
! wB97M-V def2-TZVPD RIJCOSX def2/J DEFGRID3
* xyz 0 1
H 2.564 -1.004 -2.439
C 2.072 0.998 3.506
As -2.151 -1.858 -0.502
C 1.097 -4.015 -1.911
C -3.915 4.201 -3.559
H -4.242 0.744 -2.924
O -0.010 1.826 0.037
F 2.091 2.099 2.781
H -4.929 4.067 -3.180
C 0.642 -1.307 -1.563
N 5.058 2.502 1.865
H 1.262 -5.074 -2.057
Ge -2.734 2.810 -2.850
H -0.849 -4.289 -1.079
O 1.272 -0.086 0.859
N -0.042 -3.125 2.318
H -3.950 4.177 -4.648
C -0.577 -0.919 2.893
H 0.313 -4.870 1.825
F 3.709 -2.041 4.442
C 2.066 -3.095 -2.289
C -1.348 0.204 2.452
C 5.106 -0.883 2.399
O -1.922 -2.145 1.343
C 1.440 -1.640 4.215
H -2.582 0.304 -3.336
C 1.833 -1.740 -2.128
O 0.415 0.052 -1.466
C 4.264 0.212 2.729
H -3.604 1.109 -4.535
C -0.907 3.114 -3.479
H -3.816 2.875 -0.577
C 0.819 0.656 4.220
C 4.686 1.482 2.247
N -1.891 1.094 1.971
N 5.807 -1.748 2.104
C -0.843 -2.158 2.116
O -0.381 -4.245 1.589
C -3.355 1.061 -3.474
H -0.880 3.097 -4.570
Al -1.779 1.473 -0.086
C -0.332 -2.207 -1.146
H -0.230 2.342 -3.112
C 2.709 -1.254 4.054
H -0.539 4.084 -3.142
C 3.072 0.048 3.447
H -3.566 5.187 -3.249
O -2.264 -0.142 -0.473
C 0.384 -0.691 3.798
C -0.091 -3.565 -1.361
F 1.130 -2.780 4.812
H -2.364 3.874 -0.599
H 2.997 -3.432 -2.726
F 0.868 0.834 5.547
S 1.181 0.890 -0.222
C -2.766 2.898 -0.884
*
```

---

Here is a structure of composition C39H36F12N6O2Sn at a distorted geometry from OMol25. Energies are from ωB97M-V/def2-TZVPD.

Computed properties:
lowest unoccupied orbital energy: 4.38 eV
gap between HOMO and LUMO: 5.51 eV
relative energy (zero: lowest compared OMol25 entry of this formula, charge and spin): 77.0 kJ/mol
HOMO energy: -1.133 eV

Geometry as ORCA input:
```
! wB97M-V def2-TZVPD RIJCOSX def2/J DEFGRID3
* xyz -2 1
H 4.906 0.416 2.887
C -1.618 -3.671 -1.480
F -1.134 4.975 -0.322
H 2.643 1.206 6.432
F -3.243 5.013 -0.590
H -6.491 3.311 1.735
C 4.603 -1.060 0.957
C -0.734 -2.421 -3.918
H 3.947 2.326 -3.059
H -1.510 1.585 2.078
H 1.619 -3.252 1.250
H -7.311 1.744 1.801
N 2.525 -3.382 -1.841
N 1.621 -1.973 -0.433
C 2.703 1.096 5.356
C -3.120 1.865 -0.040
F -1.953 4.092 -2.728
H -1.506 -4.235 -2.394
C 3.954 0.612 3.366
H 6.254 -2.374 0.568
N 0.542 1.627 2.351
H -2.024 -1.779 1.821
H -6.018 -0.263 1.417
C 3.107 1.708 -2.690
C 5.109 0.026 -1.523
C -2.407 2.923 -2.203
C -2.643 -1.012 -3.320
C 5.647 -1.551 0.199
H 2.170 2.224 -2.919
C 3.901 0.790 4.729
C -5.221 0.345 1.001
C -2.932 0.460 0.119
F 0.283 -3.226 -3.546
C -1.568 -2.288 -1.487
C -6.689 2.392 1.186
N 2.785 0.560 1.219
C 1.587 1.339 4.564
C 5.916 -1.001 -1.039
H -1.056 1.710 3.778
H 4.811 0.691 5.314
H 5.324 0.423 -2.507
H 2.179 3.277 -0.787
H 0.159 3.384 1.290
C 3.129 2.781 -0.574
F -1.620 -3.260 -4.518
H 2.736 -5.050 -0.526
C -1.787 -1.579 -0.288
C -4.039 -0.251 0.647
C 2.801 0.716 2.546
H 2.817 -3.780 -2.718
Sn 0.363 0.577 -0.524
C 0.654 3.072 2.203
C 1.862 -3.139 0.215
H 4.359 -1.538 1.895
C -2.088 2.796 -0.678
F -3.725 2.914 -2.496
C 1.618 1.176 3.195
F -2.576 -0.489 -4.558
H 1.951 -1.413 -2.431
F -3.295 -0.128 -2.581
H 0.208 3.610 3.056
H 3.187 2.608 0.495
O -0.341 -0.542 -2.633
C -1.971 -5.893 -0.371
C 2.031 -2.144 -1.656
H -4.503 3.484 0.180
C 4.062 0.535 -0.778
H 1.706 3.339 2.134
F -1.845 1.980 -2.939
O -0.783 2.523 -0.527
C -1.254 -1.494 -2.756
C -4.336 2.430 0.315
C -1.851 -4.396 -0.318
C -1.926 -2.325 0.891
C -5.399 1.709 0.836
H -2.934 -6.189 -0.792
F -2.403 4.259 1.233
C 2.418 -4.036 -0.646
H -2.130 -4.239 1.802
H -0.827 0.171 2.893
H -1.193 -6.321 -1.002
H -3.963 -1.324 0.753
H -7.247 2.651 0.285
H -1.889 -6.321 0.626
N -1.824 -0.196 -0.278
C -2.236 4.246 -0.100
H 3.958 3.435 -0.894
C 3.813 0.022 0.528
H 6.752 -1.359 -1.629
H 3.102 0.753 -3.212
F -3.507 -2.064 -3.433
N 3.157 1.507 -1.265
H 0.676 1.684 5.040
C -1.973 -3.700 0.875
F -0.229 -1.697 -4.924
C -0.777 1.256 2.811
*
```

---

Here is a structure of composition C32H28N2O5SiZn at a distorted geometry from OMol25. Energies are from ωB97M-V/def2-TZVPD.

Computed properties:
lowest unoccupied orbital energy: -0.83 eV
gap between HOMO and LUMO: 6.31 eV
relative energy (zero: lowest compared OMol25 entry of this formula, charge and spin): 48.5 kJ/mol
HOMO energy: -7.146 eV

Geometry as ORCA input:
```
! wB97M-V def2-TZVPD RIJCOSX def2/J DEFGRID3
* xyz 0 1
H -4.707 -1.783 -4.210
C 1.227 1.754 -1.319
C -4.187 -1.675 -3.271
C 2.072 -0.943 -3.245
C 3.338 0.456 2.947
C 2.533 -0.218 0.739
C -0.849 -2.036 2.311
H 2.302 0.079 -3.514
C 1.643 -1.289 -1.924
H -4.700 2.210 -2.136
C -3.399 -0.234 -1.513
H 2.887 2.356 -0.011
C -2.750 3.494 0.254
H -0.305 3.840 -3.499
H -2.415 4.448 0.614
O -0.388 -2.800 1.399
C 3.653 -1.017 0.563
H 1.123 -2.822 -0.613
C -1.021 -0.657 5.067
H -1.694 2.255 1.737
H 2.692 -1.614 -5.179
H 1.132 0.640 6.937
C -3.583 3.486 -0.873
H -0.802 -3.702 3.682
H -2.215 -2.571 3.991
H -0.124 1.462 -3.051
C -3.112 -2.483 -2.995
C -2.285 2.283 0.825
C -4.351 -0.552 -2.497
O 0.374 1.370 4.681
C 1.606 -3.624 -2.593
C 0.088 0.322 5.327
H -1.716 -0.835 5.875
H -1.535 -2.923 -1.501
Si 1.203 -0.007 -0.610
C 4.611 -0.972 1.508
C 4.504 -0.259 2.710
H 2.279 -4.006 -4.704
C -1.137 -2.614 3.750
C 2.106 2.665 -0.711
Zn -0.970 -0.558 0.174
C 2.342 0.442 1.979
C 0.398 3.524 -2.735
H 2.566 4.801 -0.418
C 2.107 -3.317 -3.871
H 0.938 5.469 -2.163
C -2.395 -2.306 -1.801
C -3.399 1.068 -0.803
H 1.468 -4.669 -2.249
H -3.901 4.373 -1.399
C 2.036 4.007 -1.052
O -0.417 -1.945 4.789
H 5.226 -0.398 3.497
H -1.580 -0.389 4.159
H -2.885 -3.293 -3.681
O 0.780 -0.112 6.404
N -2.463 -1.157 -1.140
C 2.366 -1.955 -4.146
C 1.414 -2.621 -1.633
C 0.456 2.161 -2.411
H 3.726 -1.797 -0.178
C 1.116 4.435 -2.008
H -5.274 0.031 -2.597
N -2.572 1.116 0.269
H 3.128 0.919 3.913
H 1.322 0.867 2.140
H 5.508 -1.603 1.264
O -1.148 -0.815 2.095
C -3.993 2.242 -1.344
*
```

---

Here is a structure of composition C31H52BrN5P2Ti at a distorted geometry from OMol25. Energies are from ωB97M-V/def2-TZVPD.

Computed properties:
lowest unoccupied orbital energy: -14.84 eV
gap between HOMO and LUMO: 5.04 eV
HOMO energy: -19.883 eV

Geometry as ORCA input:
```
! wB97M-V def2-TZVPD RIJCOSX def2/J DEFGRID3
* xyz 4 1
H -2.803 2.083 1.374
N 5.672 2.127 1.930
H -1.788 0.538 2.129
H 1.727 -1.816 1.932
H -0.324 2.848 -4.081
H 1.156 -1.232 5.448
H 1.804 -2.812 -0.608
C -3.645 -0.106 -0.679
C 1.536 -2.508 -1.623
C 0.812 -3.393 -2.457
H 4.383 1.545 -1.127
H 0.541 -4.388 -2.117
H 0.298 1.366 -3.363
C 1.767 -0.977 -3.552
H -1.167 1.309 4.300
H -2.482 -2.688 0.361
H -5.729 -0.476 -0.243
N -1.488 -0.721 3.754
C -1.379 -0.465 2.314
H -3.844 -3.419 -1.673
C 0.441 -2.938 -3.703
H -3.832 0.724 -1.375
C -2.046 -0.809 -3.044
H -1.709 2.306 -2.085
C 2.572 -0.276 -1.232
H 1.295 4.082 -0.893
H 2.148 -0.028 -3.947
H 2.396 2.738 1.645
C 4.112 0.230 0.585
C -1.023 3.214 0.782
H -1.957 -1.243 1.801
H 2.963 4.218 0.896
H -3.438 0.358 0.296
H -2.974 2.985 -0.150
H 1.363 4.191 1.621
Br -0.974 -3.930 -4.662
Ti 0.084 -0.609 -0.370
H -1.635 0.177 -3.292
N 0.693 0.314 4.091
C -4.856 -1.033 -0.605
C 1.973 -1.269 -2.171
C 3.363 -0.715 -0.192
N 0.062 -0.480 1.832
P -0.028 2.120 -0.352
C 0.793 0.556 2.647
H 2.274 2.641 -0.874
H -0.823 4.248 0.463
C 4.393 0.094 1.974
C -0.859 -2.024 4.074
H 1.141 2.903 -3.087
C 0.651 -1.823 2.190
C 1.038 -1.847 -4.341
P -2.120 -0.887 -1.244
C -2.047 -2.642 -0.654
H 2.554 0.726 -1.684
H 0.122 -2.622 1.658
H -0.833 0.105 5.551
C 1.271 -1.016 4.378
H 0.896 -1.680 -5.407
H -4.719 -1.875 0.089
C 1.509 3.179 -0.313
C -2.520 2.998 0.843
H -0.844 3.818 -1.858
C 4.554 1.396 -0.068
C -0.735 0.320 4.484
C -3.355 -1.062 -3.777
H -5.107 -1.432 -1.595
H 5.822 3.133 0.087
H 0.356 1.542 2.446
C 5.379 2.295 0.625
N 0.564 -2.101 3.648
C -2.774 -3.655 -1.556
H -1.307 -1.535 -3.389
H -0.988 -2.955 -0.564
H -2.690 -4.655 -1.101
H -3.170 -1.071 -4.861
H -4.087 -0.265 -3.593
H -1.433 -2.831 3.594
H 3.172 -1.698 0.248
C 0.154 2.439 -3.182
H -3.805 -2.031 -3.512
C 2.069 3.592 1.035
H -0.599 3.148 1.790
H -2.300 -3.736 -2.550
H -0.898 -2.159 5.153
H 1.859 0.532 2.381
H 2.337 -1.012 4.141
C -0.707 2.732 -1.967
C 5.179 1.074 2.587
H 5.473 0.991 3.658
H 4.107 -0.809 2.535
H -2.987 3.820 1.402
*
```

---

Here is a cluster of 3 separate species, C33H68Cl2N2O5P in total at a distorted geometry from OMol25. Energies are from ωB97M-V/def2-TZVPD.

Computed properties:
lowest unoccupied orbital energy (alpha / beta): 2.10 / 1.46 eV
gap between HOMO and LUMO (alpha / beta): 7.26 / 6.62 eV
HOMO energy (alpha / beta): -5.158 / -5.158 eV
⟨S²⟩: 2.009

Geometry as ORCA input:
```
! wB97M-V def2-TZVPD RIJCOSX def2/J DEFGRID3
* xyz -1 3
H 0.178 -5.266 -3.518
C 2.594 1.729 2.102
H -4.280 2.486 0.287
N -3.330 5.746 -0.451
H 2.048 -4.003 -5.907
H 4.402 -2.600 -5.310
H -3.034 3.327 1.181
C -2.305 7.969 -1.028
Cl -5.484 -2.363 0.566
O -2.551 5.813 0.661
H -0.745 3.908 -2.778
H 0.991 -5.096 -1.069
H -4.681 3.976 1.142
C 4.035 -3.062 -4.388
C 4.259 -4.571 -4.466
H -0.960 6.391 -2.882
C -2.383 3.590 -1.422
H -1.628 3.334 -0.670
C -1.390 5.828 -2.047
C 1.191 -5.610 -3.743
H 3.714 -6.371 -3.430
H 2.309 -0.212 5.633
H 2.899 -0.663 -4.871
C -2.652 6.540 -1.519
H -1.520 -3.472 2.268
H 3.840 -0.430 -0.262
H -3.207 7.638 -3.334
H 1.354 -5.501 -4.815
C -3.588 6.815 -2.722
C -4.367 0.837 4.439
H -2.844 1.669 2.983
C -1.684 4.401 -2.509
C -3.261 1.909 4.022
C 1.960 -5.433 -1.449
H 3.273 -4.205 2.570
H 0.695 -3.039 -5.299
C -4.643 -0.509 2.587
C 3.744 -0.340 0.886
C 3.343 -2.016 2.973
H 1.985 -2.307 -6.248
H -4.592 7.098 -2.391
H -1.968 -0.370 2.958
O -4.340 -0.534 4.017
C -3.572 4.300 -0.732
H -4.750 4.518 -2.603
C 3.223 0.485 5.639
H -1.981 -2.865 3.996
C 3.838 -1.831 1.459
H 5.334 -4.775 -4.521
H -1.249 -1.066 1.424
H 4.650 -2.652 -3.579
H 4.227 -2.010 3.701
H 4.960 -2.110 1.453
H -3.802 -2.749 2.596
H 1.949 -6.527 -1.453
P -3.654 -1.763 1.534
H -0.616 5.799 -1.272
H 4.343 -5.098 -2.408
H 0.452 -2.599 4.378
H 2.922 1.386 6.294
C 2.564 -3.439 3.063
C -4.860 4.176 -1.574
H -3.683 5.975 -3.411
C -3.908 3.482 0.545
H 1.216 -6.688 -3.561
C -1.970 -1.298 2.298
H 1.981 0.820 0.172
H 2.729 -5.136 -0.731
C 2.551 -2.706 -4.168
C -1.405 -2.621 3.038
O -5.307 1.201 5.196
C 2.347 1.477 3.660
H 2.754 -0.743 -3.129
C 1.105 -3.397 2.392
O 2.521 -2.832 -1.872
H -3.219 8.551 -0.871
H -4.558 0.512 2.093
H 1.914 2.397 4.187
C 3.674 -5.291 -3.255
H -5.180 3.133 -1.655
H 0.631 -4.449 2.376
H -1.735 7.992 -0.097
C 1.777 -3.044 -5.466
C 0.173 -2.443 3.281
Cl -3.427 -0.212 0.025
H 3.290 -2.590 0.808
H -2.954 -2.730 0.699
C 2.371 -1.170 -4.059
H -5.684 4.733 -1.117
H -2.288 4.402 -3.422
H 1.829 2.508 1.734
H 4.104 -0.045 6.141
H -2.388 1.956 4.760
H 3.834 -4.983 -5.387
H 0.417 -1.344 3.038
O 3.555 0.970 4.311
H -1.701 8.495 -1.773
C 2.233 -4.874 -2.874
H 1.576 0.622 3.754
H -2.715 2.638 -1.849
H 1.531 -0.259 1.579
H 2.431 -3.739 4.157
H 1.231 -3.027 1.310
H 4.608 0.327 1.221
H 2.608 -1.230 3.337
H 1.312 -0.903 -4.133
H -3.707 2.963 3.954
H -5.754 -0.809 2.492
C 2.358 0.419 1.181
N 1.983 -3.407 -2.978
H 3.646 2.138 1.917
*
```

---

Here is the molecule C8H13N2O2PS at a distorted geometry from OMol25. Energies are from ωB97M-V/def2-TZVPD.

Computed properties:
lowest unoccupied orbital energy: 0.81 eV
gap between HOMO and LUMO: 8.95 eV
relative energy (zero: lowest compared OMol25 entry of this formula, charge and spin): 0.0 kJ/mol
HOMO energy: -8.141 eV

Geometry as ORCA input:
```
! wB97M-V def2-TZVPD RIJCOSX def2/J DEFGRID3
* xyz 0 1
C 1.842 2.580 -2.297
H -0.893 -3.611 2.851
H -1.904 -0.141 1.657
H -1.979 -2.204 2.769
O -0.408 -2.232 1.433
C 0.477 2.421 -2.481
H -1.542 1.562 1.325
H 2.418 3.177 -2.987
H -0.353 -2.040 3.498
H 2.191 0.774 0.526
C -0.938 -2.529 2.713
C 0.342 1.011 -0.535
H 1.268 -1.725 -1.965
C -0.272 1.648 -1.614
C 2.452 1.975 -1.213
S 1.744 -0.663 2.750
H -2.411 0.575 0.124
P 0.686 -1.086 1.178
H -1.331 1.526 -1.784
H 0.895 -3.155 -1.210
N -0.381 0.140 0.287
C 1.707 1.208 -0.337
N 0.786 -2.142 -1.171
H -0.007 2.897 -3.321
C -1.621 0.565 0.880
O 1.544 -1.715 -0.016
H 3.510 2.105 -1.034
*
```

---

Here is the ion C2H4ClN2 with charge +1 at a distorted geometry from OMol25. Energies are from ωB97M-V/def2-TZVPD.

Computed properties:
lowest unoccupied orbital energy: -6.19 eV
gap between HOMO and LUMO: 9.68 eV
relative energy (zero: lowest compared OMol25 entry of this formula, charge and spin): 427.3 kJ/mol
HOMO energy: -15.871 eV

Geometry as ORCA input:
```
! wB97M-V def2-TZVPD RIJCOSX def2/J DEFGRID3
* xyz 1 1
C 0.033 -1.151 -0.458
H -0.826 1.928 -0.814
Cl 0.550 1.426 2.424
H 0.773 -1.796 0.226
H -1.023 -1.275 0.009
C 0.220 1.080 0.859
N -0.524 1.211 -0.178
N 0.461 0.195 -0.555
H 0.335 -1.618 -1.511
*
```

---

Here is the molecule C6H9N from OMol25. Energies are from ωB97M-V/def2-TZVPD.

Computed properties:
lowest unoccupied orbital energy: 1.10 eV
gap between HOMO and LUMO: 9.62 eV
relative energy (zero: lowest compared OMol25 entry of this formula, charge and spin): 350.0 kJ/mol
HOMO energy: -8.522 eV

Geometry as ORCA input:
```
! wB97M-V def2-TZVPD RIJCOSX def2/J DEFGRID3
* xyz 0 1
C 0.461 0.695 -1.440
C -1.334 -0.587 -0.189
H -1.350 1.593 -0.918
H 1.164 0.819 -2.256
H 1.193 1.864 0.471
C -0.035 -0.686 -0.917
H 0.087 -1.549 2.134
C -0.045 -0.127 0.478
C 0.478 1.237 -0.060
C 0.670 -0.763 1.647
H 0.933 -0.021 2.410
H -1.756 -1.498 0.222
H 0.416 -1.629 -1.207
H -2.122 0.039 -0.613
N -0.372 1.821 -1.063
H 1.613 -1.210 1.303
*
```